# C18H27Cl3KN4OPSTe

C18H27Cl3KN4OPSTe as an isolated structure (ωB97M-V with the def2-TZVPD basis set, the Open Molecules 2025 dataset).

Each line ends with the Mulliken charge.
CARTESIAN COORDINATES (ANGSTROEM)
1 K 0.4566 -0.0580 0.4143  0.871
2 Cl -3.6081 -4.2754 1.0913  -0.079
3 C -2.3717 -4.3775 -0.1541  0.627
4 Cl -1.3173 -5.7962 0.0669  -0.080
5 Cl -3.0934 -4.4391 -1.7899  -0.090
6 C -1.4831 -3.1967 -0.1524  -0.130
7 N -0.7426 -2.3260 -0.2524  -0.257
8 O -0.7218 1.9448 0.1018  -1.095
9 P -0.8446 3.1824 0.9241  -0.601
10 N 0.5011 4.1304 0.6780  0.726
11 C 0.7907 5.2749 1.5598  -0.182
12 C 2.2777 5.5508 1.3503  -0.786
13 C 2.8364 4.1722 1.0448  -0.651
14 C 1.7609 3.5711 0.1484  0.000
15 N -1.0163 2.7902 2.5276  0.760
16 C -1.6290 3.6012 3.5820  -0.390
17 C -1.2762 2.8373 4.8457  -0.876
18 C -1.4410 1.3930 4.4027  -0.743
19 C -0.9190 1.3793 2.9630  0.122
20 N -2.1846 4.0599 0.4779  0.205
21 C -2.6325 5.2959 1.1489  -0.269
22 C -2.7963 6.3037 0.0172  -0.735
23 C -3.2509 5.4251 -1.1369  -0.698
24 C -2.3647 4.1946 -0.9848  -0.668
25 H 0.6124 5.0129 2.6076  0.210
26 H 0.1747 6.1408 1.3071  0.011
27 H 2.7295 6.0271 2.2197  0.391
28 H 2.4161 6.2185 0.4968  0.307
29 H 2.9295 3.5611 1.9466  0.214
30 H 3.8141 4.1973 0.5655  0.484
31 H 1.7709 2.4816 0.1775  -0.216
32 H 1.8849 3.8747 -0.8961  0.252
33 H -2.7172 3.6641 3.4519  0.266
34 H -1.2363 4.6169 3.5964  0.261
35 H -1.9047 3.1098 5.6921  0.401
36 H -0.2364 3.0384 5.1128  0.321
37 H -2.4982 1.1201 4.4217  0.284
38 H -0.9035 0.6820 5.0282  0.411
39 H -1.5372 0.7300 2.3373  0.237
40 H 0.1199 1.0366 2.9320  -0.499
41 H -1.9191 5.6431 1.8945  0.166
42 H -3.5796 5.1264 1.6704  0.335
43 H -1.8281 6.7562 -0.2129  0.225
44 H -3.4880 7.1074 0.2677  0.441
45 H -3.1343 5.8939 -2.1132  0.384
46 H -4.3020 5.1556 -1.0168  0.307
47 H -1.3991 4.3566 -1.4776  0.359
48 H -2.8087 3.2908 -1.3983  0.235
49 Te 2.9693 -0.0225 2.6414  -0.277
50 C 4.3584 0.0346 1.0449  -0.352
51 C 4.4162 0.8578 -0.0487  0.437
52 C 5.5059 0.5838 -0.9177  -0.878
53 C 6.2783 -0.4478 -0.4776  -0.363
54 S 5.6106 -1.1343 0.9428  -0.186
55 H 3.7136 1.6580 -0.2122  0.111
56 H 5.7203 1.1478 -1.8150  0.356
57 H 7.1697 -0.8418 -0.9357  0.387

Computed properties:
* largest force on an atom: 0.019 Eh/bohr
* net charge: 0
* energy relative to the best compared isomer or geometry (same formula, charge and spin): 0.4296 eV